ORCA calculation (the ωB97M-V functional and the def2-TZVPD basis) on a molecular structure, C32H36MoN2OS5SbSe4Te.

Cartesian coordinates (Å):
Mo -0.81784 2.94546 0.58834
Se -4.41672 2.33876 4.78779
Sb -2.19397 1.44822 4.34501
Se 0.19821 1.25792 2.22807
Se -0.52338 3.19824 3.26687
Se -0.92452 0.65143 6.23287
S 2.50395 9.25912 -1.54553
C 1.81272 7.88405 -0.90095
S 0.15774 7.75693 -0.47342
C 0.16001 6.09923 0.07791
C 1.35721 5.47724 0.05371
S 1.65752 3.83983 0.55991
S 2.68518 6.46023 -0.51348
S -1.33890 5.40198 0.62498
C -3.96960 3.00308 -1.29478
C -3.89874 2.72739 0.21066
C -4.57492 3.84533 1.00248
C -4.50072 1.36367 0.55537
N -2.49985 2.69013 0.54777
H -5.01564 3.05266 -1.60852
H -3.46656 2.20977 -1.85073
H -3.47012 3.94412 -1.52698
H -5.63509 3.88388 0.73560
H -4.11759 4.80547 0.76498
H -4.48960 3.65783 2.07551
H -5.55106 1.34321 0.25102
H -4.44581 1.18120 1.63296
H -3.96581 0.57137 0.03181
C 0.07785 -8.13026 -0.43134
C 0.07143 -6.62526 -0.48065
C -1.11615 -5.91127 -0.51448
C -1.13600 -4.51863 -0.56055
C -2.47352 -3.82277 -0.56862
C 0.07503 -3.80842 -0.58072
Te 0.00823 -1.66511 -0.66040
N -0.20480 1.39756 -0.71570
C -0.17805 2.24069 -1.68193
O -0.66289 3.44251 -1.43196
C 0.44305 2.04251 -3.02165
C 0.50633 0.79341 -3.62719
C 1.14531 0.64294 -4.84970
C 1.72999 1.73946 -5.46973
C 1.66990 2.98882 -4.86519
C 1.02433 3.14259 -3.64779
C 1.36742 -1.37522 0.93778
C 1.03727 -1.85124 2.21290
C -0.27025 -2.52434 2.53460
C 1.91349 -1.60910 3.26807
C 3.08513 -0.88899 3.09520
C 3.95937 -0.54126 4.26822
C 3.39390 -0.43310 1.82214
C 2.55761 -0.65778 0.73365
C 2.94167 -0.06890 -0.59376
C 1.28463 -4.52020 -0.56247
C 2.61867 -3.82700 -0.59514
C 1.26040 -5.91033 -0.50602
H -0.92808 -8.52130 -0.27438
H 0.71253 -8.49620 0.37852
H 0.46036 -8.55523 -1.36267
H -2.06026 -6.44803 -0.49311
H -3.28282 -4.54863 -0.47488
H -2.63192 -3.25833 -1.48979
H -2.54720 -3.10306 0.24839
H 0.07514 -0.06180 -3.12182
H 1.19346 -0.33504 -5.31445
H 2.23650 1.62006 -6.42044
H 2.13142 3.84562 -5.34127
H 0.96589 4.10659 -3.15806
H -0.57675 -3.24719 1.78113
H -1.05523 -1.76723 2.61881
H -0.20133 -3.03599 3.49501
H 1.64197 -1.95691 4.25922
H 3.82226 -1.24727 5.08778
H 3.70670 0.45360 4.64234
H 5.01411 -0.53158 3.98791
H 4.29349 0.15470 1.67208
H 3.94898 0.34648 -0.54709
H 2.25031 0.73143 -0.85539
H 2.89836 -0.81122 -1.39347
H 2.60942 -3.00585 -1.31370
H 3.40816 -4.52828 -0.86942
H 2.86464 -3.39029 0.37508
H 2.20444 -6.44810 -0.48311

net charge = -2
max |F| = 0.5 eV/A
expectation value of S² = 0.77
energy = -370050.7644 eV
multiplicity = 2
HOMO energy (alpha / beta) = -2.1144 / -2.1569 eV

Results of the Löwdin charge analysis, in e, for atoms 1 through 8: number 1, Mo, carries 0.983; number 2, Se, carries -0.237; number 3, Sb, carries -0.037; number 4, Se, carries 0.134; number 5, Se, carries 0.021; number 6, Se, carries -0.275; number 7, S, carries 0.391; number 8, C, carries -1.545

ORCA calculation (the ωB97M-V functional and the def2-TZVPD basis) on 4 unconnected molecules or ions with the total composition C32H36N3O8S.

Cartesian coordinates (Å):
C 4.59238 -3.21621 -0.09182
C 4.87443 -2.23478 -1.35290
O 5.70666 -1.07352 -0.97463
C 5.07383 0.09634 -1.50919
O 4.94223 0.33666 -2.72526
C 4.49782 1.13283 -0.42450
C 3.42063 0.34614 0.52231
C 2.09379 1.26932 0.51093
S 1.01717 1.08669 2.00492
C -0.04165 -0.43614 1.94712
C -0.06518 -1.20044 0.54326
C -0.69936 -0.38150 -0.66843
C -0.78892 -1.11119 -2.04763
C -1.33229 -0.45866 -3.34257
C -1.79624 1.02365 -3.23271
C -1.75976 1.80104 -1.88370
C -1.20104 1.07970 -0.62324
H 4.99709 -2.78692 0.88510
H 3.47955 -3.49341 0.00324
H 5.20593 -4.17030 -0.30704
H 5.40878 -2.80048 -2.18498
H 3.87408 -1.83687 -1.76575
H 5.29900 1.58353 0.25344
H 3.98847 1.99414 -1.00194
H 3.83573 0.20311 1.58164
H 3.13323 -0.65637 0.03539
H 1.57037 1.13069 -0.49214
H 2.47432 2.36271 0.51901
H 0.15010 2.19316 1.94536
H 0.39846 -1.16769 2.72720
H -1.09070 -0.17420 2.34923
H -0.74036 -2.12863 0.69447
H 0.96328 -1.63915 0.24745
H -0.41615 -2.18840 -2.10133
H -1.34786 -1.04554 -4.31372
H -2.17690 1.57071 -4.16494
H -2.10320 2.89159 -1.84822
H -1.17216 1.67193 0.34577
C 9.37253 -1.79715 -0.17713
C 8.15428 -2.35234 0.20468
C 8.12696 -3.44736 1.06236
C 9.32633 -3.97585 1.53555
C 10.54881 -3.42950 1.15116
C 10.56745 -2.33622 0.29083
N 9.29990 -5.11301 2.45879
O 8.20850 -5.57760 2.75885
O 10.36793 -5.52976 2.87940
H 9.39060 -0.93891 -0.84243
H 7.22435 -1.92816 -0.16499
H 7.17204 -3.87114 1.35277
H 11.48656 -3.83820 1.51123
H 11.51391 -1.90128 -0.01242
C -8.54753 1.22601 -3.79974
C -8.31395 1.17657 -2.42829
C -7.09618 1.60581 -1.91297
C -6.11895 2.08802 -2.78290
C -6.34366 2.13326 -4.15847
C -7.56352 1.69914 -4.66406
N -4.84476 2.56446 -2.24379
O -4.67232 2.49331 -1.03366
O -4.02138 3.01203 -3.03274
H -9.50218 0.89502 -4.19750
H -9.08387 0.80575 -1.75975
H -6.92794 1.56148 -0.83669
H -5.58672 2.50256 -4.84184
H -7.75044 1.73257 -5.73216
C -6.16109 2.95195 5.03931
C -5.90455 3.46355 3.77036
C -6.53928 2.91995 2.65871
C -7.43410 1.86517 2.83092
C -7.68953 1.34345 4.09764
C -7.04797 1.89161 5.20310
N -8.12381 1.30659 1.66675
O -7.85998 1.77877 0.56502
O -8.92477 0.40626 1.85667
H -5.66797 3.38271 5.90559
H -5.21131 4.28925 3.64854
H -6.33093 3.32763 1.67534
H -8.38077 0.51979 4.23894
H -7.24185 1.49517 6.19407

net charge = +1
max |F| = 4.9 eV/A
energy = -65431.9344 eV
HOMO energy = -11.3550 eV

Results of the Löwdin charge analysis, in e, for atoms 1 through 8: number 1, C, carries -0.078; number 2, C, carries -0.195; number 3, O, carries -0.130; number 4, C, carries -0.374; number 5, O, carries 0.103; number 6, C, carries -0.059; number 7, C, carries -0.186; number 8, C, carries -0.387